1.
ORCA calculation (the ωB97M-V functional and the def2-TZVPD basis) on 9 unconnected molecules or ions with the total composition C38H76BCl2N2O13PS in a non-equilibrium geometry.

- SMILES string: CB(O)[C@H]1[C@H](CCCCCN)[C@@H]([C@@H](Cl)[C@H](C)Cl)[C@H](P(O)(O)=S)[N@H+]1C(=O)[O-].CC(C)=O.CC(C)=O.CC(C)=O.CC(C)=O.CC(C)=O.CC(C)=O.CC(C)=O.CC(C)=O
- HOMO: -8.325 eV

```
134
C38H76BCl2N2O13PS (the ωB97M-V functional and the def2-TZVPD basis)
C 1.25015 -1.37239 -0.91305
B 2.36676 -0.39083 -0.30182
O 2.97250 -0.88514 0.86502
C 2.83664 0.97074 -0.96335
C 1.87878 1.98863 -1.66687
C 0.74848 1.56989 -2.61966
C -0.34659 2.69713 -2.54183
C -1.74750 2.26721 -3.08353
C -2.55876 1.55901 -1.95681
C -4.06819 1.88027 -2.15979
N -4.92525 1.31522 -1.09887
C 3.01530 2.96398 -2.17344
C 2.66573 4.02393 -3.23614
Cl 2.10683 5.60827 -2.57487
C 3.69360 4.17340 -4.38350
C 3.81303 2.84814 -5.20320
Cl 5.30616 4.76164 -3.89946
C 3.53746 3.33543 -0.72921
P 4.98455 4.42713 -0.40171
O 4.92701 4.71977 1.21084
O 4.87619 5.89632 -1.07521
S 6.68100 3.60104 -0.75656
N 3.63876 1.95809 -0.12494
C 3.25595 2.11202 1.33607
O 2.06181 2.31637 1.61049
O 4.13856 1.96818 2.16348
H 0.26045 -1.18776 -0.47425
H 1.22880 -1.23638 -2.01109
H 1.63514 -2.39019 -0.74686
H 3.67759 -1.48075 0.56946
H 3.57371 0.61498 -1.72085
H 1.35412 2.43194 -0.80053
H 1.05704 1.51337 -3.67731
H 0.22432 0.64218 -2.36128
H -0.51458 3.02301 -1.50096
H -0.04916 3.60306 -3.09490
H -1.65788 1.69697 -4.01929
H -2.28548 3.20484 -3.31348
H -2.27265 1.91368 -0.94932
H -2.33082 0.48016 -1.99913
H -4.18688 2.97743 -2.10960
H -4.38049 1.47664 -3.13339
H -5.34855 0.45446 -1.42105
H -4.39167 1.13333 -0.25457
H 3.90553 2.46604 -2.61190
H 1.78774 3.63519 -3.77744
H 3.24791 4.92012 -5.05781
H 4.82735 2.44149 -5.07843
H 3.12959 2.12667 -4.72379
H 3.55855 2.97565 -6.26009
H 2.68868 3.93504 -0.34631
H 4.09129 5.17300 1.42180
H 4.33446 6.45456 -0.49428
H 4.61565 1.70583 -0.32293
C -5.89520 1.01153 -7.25388
C -5.74676 0.51160 -5.84051
O -5.79416 1.26438 -4.89318
C -5.53614 -0.97133 -5.65350
H -6.03998 2.09073 -7.24032
H -4.99415 0.78484 -7.82633
H -6.76025 0.54879 -7.72579
H -4.61982 -1.28411 -6.15701
H -6.38765 -1.52222 -6.05577
H -5.44566 -1.19215 -4.59097
C 4.86230 -0.48593 -6.85005
C 4.15230 -1.26796 -5.77251
O 3.18750 -0.81549 -5.19690
C 4.69525 -2.63528 -5.44170
H 4.36575 0.47379 -6.98167
H 5.89903 -0.30966 -6.55813
H 4.82783 -1.03165 -7.79417
H 5.72572 -2.55272 -5.09207
H 4.65245 -3.27668 -6.32328
H 4.09188 -3.08218 -4.65343
C -1.31149 -0.61350 2.32324
C -2.67399 -1.24671 2.44064
O -3.59513 -0.85090 1.76197
C -2.83459 -2.37942 3.42086
H -1.34699 0.18467 1.58254
H -1.00648 -0.18959 3.28096
H -0.58751 -1.36251 1.99552
H -2.60770 -2.03433 4.42957
H -2.17060 -3.20230 3.15110
H -3.86118 -2.73689 3.39808
C -1.87806 -5.65060 6.88898
C -2.93258 -5.34488 5.85988
O -3.33961 -4.21524 5.68465
C -3.46716 -6.50182 5.05069
H -1.58880 -4.72928 7.39155
H -2.27110 -6.34541 7.63114
H -0.99826 -6.07792 6.40716
H -3.92997 -7.23596 5.71183
H -2.65705 -6.96765 4.48727
H -4.21785 -6.13778 4.35037
C 2.00699 -5.37382 9.04928
C 0.97763 -6.35913 9.54210
O 0.03933 -6.68587 8.85389
C 1.16771 -6.91843 10.93051
H 1.74694 -5.05411 8.04195
H 2.02645 -4.49898 9.70076
H 2.99220 -5.84339 9.02640
H 1.15179 -6.10988 11.66300
H 2.11600 -7.45537 10.98964
H 0.35792 -7.61064 11.15439
C -8.16309 1.13740 -12.23442
C -7.61102 1.57533 -10.90073
O -7.34045 0.77361 -10.03638
C -7.41069 3.05569 -10.69002
H -8.25540 0.05297 -12.24815
H -9.14970 1.57622 -12.39171
H -7.48837 1.44296 -13.03579
H -8.36460 3.57764 -10.78041
H -6.70334 3.44437 -11.42441
H -7.01036 3.22747 -9.69236
C 6.25577 1.80039 4.68557
C 6.94483 2.19513 5.96468
O 7.33954 1.36873 6.75721
C 7.12436 3.67281 6.22056
H 6.19322 0.71545 4.62895
H 5.24541 2.21019 4.66129
H 6.82293 2.16415 3.82753
H 6.15104 4.16403 6.26433
H 7.72953 4.11701 5.42864
H 7.63280 3.81522 7.17302
C -2.11704 -1.57746 7.78447
C -1.97412 -2.27842 9.11162
O -1.26395 -3.25025 9.23768
C -2.75384 -1.71846 10.27538
H -1.50517 -2.08433 7.04063
H -3.15796 -1.60484 7.45850
H -1.78032 -0.54256 7.87215
H -3.82256 -1.75104 10.05771
H -2.44525 -0.69012 10.47038
H -2.55804 -2.31793 11.16283
```


2.
ORCA calculation (the ωB97M-V functional and the def2-TZVPD basis) on 3 unconnected molecules or ions with the total composition C38H76BF2N4O13P2Si in a non-equilibrium geometry.

- HOMO: -11.048 eV
- Net charge: +1

```
137
C38H76BF2N4O13P2Si (the ωB97M-V functional and the def2-TZVPD basis)
C 1.27462 -1.85610 7.00878
O 2.00627 -2.97496 6.50893
C 1.26539 -3.58720 5.45352
C 2.10029 -4.66328 4.65849
C 1.40787 -4.87225 3.22893
C 0.12736 -5.75057 3.48028
C -0.87926 -5.83900 2.26420
C -0.97840 -4.53544 1.40057
C -2.21485 -4.58563 0.39105
C -3.52051 -4.52046 1.28756
C -4.75690 -3.78912 0.60779
N -5.26165 -2.61630 1.36548
C -5.61657 -2.94337 2.78138
C -4.65085 -2.28796 3.80104
C -4.95692 -2.69714 5.30860
B -3.56623 -3.22964 5.96002
O -3.03408 -2.72261 7.16654
O -2.79676 -4.24544 5.30563
C -4.77807 -0.73781 3.56033
O -3.82413 -0.11009 4.42092
N -4.51904 0.77738 5.28311
O -4.33702 0.49026 6.39523
N -4.67672 -0.43821 2.12400
C -4.09659 0.84234 1.75042
F -4.50610 1.10157 0.43003
F -4.67171 1.86245 2.49413
C -2.53406 0.99873 1.79819
C -1.98268 2.01930 2.86177
Si -0.08497 1.72897 3.08624
C 0.46223 2.54825 4.71775
C 0.38872 -0.11392 3.13672
C 0.82228 2.56763 1.63462
C 0.91637 1.83675 0.37157
C 1.57153 2.45948 -0.77818
C 2.12205 3.79657 -0.65398
C 2.05082 4.48368 0.62282
C 1.40765 3.90668 1.80512
C -4.39319 -1.51272 1.27669
N -3.40536 -1.55177 0.34561
H 1.94179 -1.28950 7.69895
H 0.35534 -2.18425 7.57279
H 0.91397 -1.18804 6.17521
H 0.92379 -2.80252 4.71848
H 0.34284 -4.05222 5.89741
H 1.99020 -5.63981 5.21220
H 3.18617 -4.42364 4.58235
H 2.16897 -5.42834 2.61412
H 1.20067 -3.85132 2.82530
H -0.40815 -5.44134 4.41097
H 0.49832 -6.79919 3.66315
H -1.88346 -6.10680 2.70387
H -0.58578 -6.74190 1.65714
H -1.13060 -3.68280 2.13485
H -0.05033 -4.28838 0.83015
H -2.15104 -3.80848 -0.40555
H -2.17648 -5.62315 -0.04608
H -3.81164 -5.58663 1.49700
H -3.22826 -4.08461 2.27328
H -4.60030 -3.59121 -0.48512
H -5.59343 -4.54575 0.62725
H -5.68614 -4.05630 2.88317
H -6.66172 -2.56384 2.98038
H -3.56595 -2.52005 3.63011
H -5.42898 -1.88582 5.90728
H -5.60667 -3.61945 5.23688
H -2.47495 -1.94844 6.96401
H -2.05992 -3.81283 4.83467
H -5.79942 -0.46297 3.95364
H -2.21404 1.39273 0.79176
H -2.06103 -0.00746 1.90186
H -2.12136 3.06242 2.47386
H -2.46501 1.95667 3.86622
H 1.57251 2.39560 4.82327
H 0.18713 3.62935 4.65953
H -0.05962 2.02237 5.56592
H 1.50317 -0.17971 3.30773
H -0.08240 -0.64238 4.00626
H 0.21292 -0.65083 2.16434
H 0.49375 0.81382 0.24534
H 1.59219 1.86336 -1.71912
H 2.59010 4.26134 -1.54845
H 2.49921 5.49496 0.72583
H 1.35908 4.44413 2.77943
H -2.42915 -1.72036 0.57690
H -3.65743 -1.35740 -0.62072
O 4.67265 2.71300 -3.75720
P 6.00560 2.45284 -4.43091
O 6.07555 0.81955 -4.17026
C 5.01660 0.00291 -4.65832
C 5.09794 -0.17141 -6.16481
O 6.94232 3.00541 -3.18169
C 6.51422 4.13453 -2.42070
C 5.98829 3.68124 -1.07466
O 7.38860 2.39101 -5.37158
C 8.57386 1.72294 -4.92133
C 8.79633 0.44745 -5.70802
H 4.04649 0.41928 -4.37675
H 5.10633 -0.96980 -4.17137
H 5.09291 0.79446 -6.67799
H 4.25504 -0.76431 -6.52749
H 6.01970 -0.68196 -6.44701
H 5.76497 4.71280 -2.96472
H 7.38107 4.78402 -2.27813
H 5.21282 2.92021 -1.17965
H 5.57663 4.52320 -0.51308
H 6.78894 3.22718 -0.48554
H 8.55664 1.50562 -3.85503
H 9.40348 2.40934 -5.10365
H 8.10965 -0.33439 -5.38104
H 9.81197 0.07581 -5.55661
H 8.62507 0.60417 -6.77496
O -1.83366 2.81783 -7.66423
P -1.82632 2.45066 -6.19581
O -2.50538 3.84090 -5.60998
C -3.78546 4.23611 -6.09626
C -4.89187 3.37607 -5.51131
O -0.21998 2.76369 -5.94436
C 0.73691 2.45351 -6.95991
C 1.18559 3.72302 -7.65378
O -1.87013 1.75536 -4.66726
C -1.37032 2.44716 -3.52038
C -2.51161 2.87473 -2.61914
H -3.81255 4.19820 -7.18698
H -3.93636 5.27634 -5.80378
H -4.72331 2.31539 -5.71930
H -5.86002 3.66406 -5.92654
H -4.93910 3.48921 -4.42684
H 0.33279 1.73316 -7.67347
H 1.59203 1.97889 -6.47158
H 0.33764 4.29703 -8.03069
H 1.85277 3.49775 -8.48853
H 1.71272 4.37335 -6.95109
H -0.75772 3.30914 -3.77785
H -0.73410 1.73886 -2.98321
H -3.03310 3.73635 -3.03669
H -2.13499 3.16480 -1.63473
H -3.24787 2.07518 -2.50345
```


3.
ORCA calculation (the ωB97M-V functional and the def2-TZVPD basis) on a molecular structure, C38H76F3NO44S9Si2 in a non-equilibrium geometry.

- HOMO: -7.999 eV

```
173
C38H76F3NO44S9Si2 (the ωB97M-V functional and the def2-TZVPD basis)
C -2.48924 3.37187 -1.13830
C -1.14379 3.45342 -0.43206
O -0.69684 4.48127 0.00300
O -0.39679 2.29069 -0.32452
C -0.67772 1.62083 0.92518
Si -0.64336 -0.26990 0.64465
C 1.13979 -0.68396 0.13509
C 1.63488 -2.05626 0.70447
C 2.75073 -1.83712 1.71064
F 2.45677 -1.13545 2.84577
C 4.05730 -2.28064 1.50100
F 5.05465 -1.50538 1.04322
F 4.41038 -3.54033 1.76726
O -0.90992 -1.11516 2.05833
C -2.01919 -0.63837 2.84476
C -3.39818 -1.17770 2.34192
N -4.13570 -1.75072 3.47612
C -4.41640 -3.18972 3.32164
C -3.12883 -4.03526 3.18068
C -3.51872 -5.53788 3.25351
O -2.10195 -3.66787 4.09095
O -1.77425 -0.56688 -0.57195
Si -1.58003 -2.01288 -1.43358
C -2.92998 -3.24491 -0.86555
O -3.35916 -4.02432 -2.00466
O -4.42245 -3.36158 -2.63122
O -1.85492 -1.70944 -3.05311
C -1.07180 -0.61382 -3.57381
C -1.94710 0.59773 -4.01653
C -3.46605 0.36022 -3.87114
C -1.49214 1.06114 -5.43568
C -2.31204 0.50874 -6.62511
C -1.49818 0.83863 -7.92289
C -2.49658 -1.04136 -6.61839
H -2.89702 4.38814 -1.23433
H -2.34910 2.98401 -2.16020
H -3.19343 2.72947 -0.58828
H 0.11794 1.86655 1.65390
H -1.63438 1.94286 1.37892
H 1.26512 -0.65007 -0.95646
H 1.77759 0.10663 0.57494
H 0.83133 -2.65781 1.17090
H 2.02843 -2.67745 -0.11791
H -2.04379 0.45814 2.96579
H -1.87838 -1.04986 3.85459
H -3.96463 -0.33683 1.89849
H -3.21715 -1.89197 1.52546
H -5.01037 -1.26106 3.62413
H -5.13854 -3.40552 2.50039
H -4.91763 -3.52267 4.25275
H -2.73187 -3.86587 2.16794
H -3.99175 -5.84295 2.30770
H -4.25556 -5.65483 4.06915
H -2.62327 -6.14158 3.44510
H -2.54415 -3.52690 4.93981
H -0.27689 -2.65810 -1.20954
H -2.45381 -3.86507 -0.09120
H -3.80571 -2.68311 -0.49876
H -5.20052 -3.42425 -2.05054
H -0.50682 -1.01651 -4.43306
H -0.33861 -0.31425 -2.79497
H -1.69094 1.42552 -3.32898
H -3.76663 -0.66631 -4.13153
H -3.79858 0.56473 -2.83807
H -4.05723 1.01655 -4.53591
H -1.58145 2.16596 -5.46224
H -0.41513 0.86149 -5.59102
H -3.29529 0.98992 -6.73325
H -1.38551 1.91193 -8.09415
H -0.48691 0.41702 -7.73959
H -1.89146 0.28340 -8.78131
H -1.77193 -1.56769 -7.25838
H -2.50452 -1.49635 -5.61825
H -3.49484 -1.24799 -7.04941
C 1.31967 -0.95651 6.29508
C 1.89657 0.42349 6.52844
O 0.78564 1.32033 6.36199
S -0.55512 0.58349 6.86710
O -0.83258 0.98186 8.20477
O -1.52264 0.68058 5.83378
O 0.02370 -0.91791 6.90285
H 1.19580 -1.16026 5.22880
H 1.92306 -1.74089 6.74575
H 2.68836 0.66838 5.82560
H 2.27255 0.52878 7.54961
C 0.51482 -7.53229 2.45298
C 1.35856 -6.50249 1.72906
O 0.81090 -6.45490 0.40543
S -0.77235 -6.73498 0.47245
O -1.45082 -5.48401 0.46792
O -1.08738 -7.77208 -0.44218
O -0.81573 -7.31935 1.96980
H 0.81594 -8.54929 2.19213
H 0.54728 -7.41011 3.53301
H 2.41098 -6.77252 1.69481
H 1.25080 -5.51241 2.17963
C -5.19428 5.64833 -9.60028
C -3.99415 5.43726 -10.50192
O -3.15093 4.53614 -9.78028
S -4.06120 3.53247 -8.90656
O -4.26205 2.31961 -9.60647
O -3.60368 3.57960 -7.56139
O -5.44078 4.36898 -9.01531
H -4.96900 6.35635 -8.79905
H -6.07090 5.98764 -10.14746
H -3.46450 6.36273 -10.71488
H -4.28187 4.95736 -11.44102
C 6.94612 -1.89989 3.93566
C 7.86077 -0.69630 3.95710
O 7.18489 0.24938 4.80585
S 6.37086 -0.53931 5.94075
O 7.14270 -0.56354 7.13391
O 5.02305 -0.08025 5.92334
O 6.42859 -1.99833 5.27008
H 6.10691 -1.74672 3.25719
H 7.47017 -2.81252 3.66466
H 8.01910 -0.27744 2.97345
H 8.82303 -0.93569 4.41052
C 1.56337 4.82255 2.75742
C 1.13322 5.87910 3.75474
O 0.45518 5.14998 4.78365
S 1.12686 3.69379 4.94245
O 2.05769 3.72701 6.01884
O 0.08423 2.73771 4.81879
O 1.95480 3.69981 3.56050
H 0.73221 4.51574 2.11824
H 2.39410 5.14997 2.13696
H 0.47130 6.62134 3.31633
H 1.99555 6.37939 4.20277
C 4.10156 4.59562 8.97549
C 3.82697 3.27780 9.66872
O 4.03678 3.55310 11.05999
S 3.61557 5.07367 11.37374
O 2.29392 5.08666 11.89605
O 4.69746 5.70879 12.04130
O 3.56063 5.59202 9.85187
H 5.17424 4.77609 8.87333
H 3.62929 4.65263 7.99711
H 4.48877 2.48302 9.33347
H 2.78797 2.96741 9.53400
C 10.92205 -0.19325 -0.80663
C 11.14956 -1.69119 -0.77851
O 11.50955 -1.97478 0.57932
S 10.74358 -0.95799 1.55846
O 9.57551 -1.59853 2.06452
O 11.69594 -0.35049 2.41602
O 10.28351 0.10210 0.44211
H 11.86650 0.35318 -0.84608
H 10.29007 0.11549 -1.63561
H 11.93931 -2.00779 -1.45456
H 10.23212 -2.23740 -1.00940
C -7.65595 0.66150 1.05868
C -8.83526 -0.22668 0.71744
O -8.25458 -1.50711 0.44326
S -6.95093 -1.71145 1.36154
O -7.32008 -2.47068 2.50433
O -5.86240 -2.07084 0.52180
O -6.77332 -0.17727 1.81358
H -7.13081 0.98972 0.15892
H -7.94542 1.52935 1.64623
H -9.39209 0.13002 -0.14508
H -9.51163 -0.33426 1.56848
C -0.44606 2.36700 -13.10203
C 0.67302 1.71815 -12.31160
O 0.11450 1.48581 -11.01629
S -1.46374 1.17548 -11.15812
O -1.64653 -0.23391 -11.15066
O -2.19392 2.06411 -10.32815
O -1.63405 1.69384 -12.67880
H -0.54501 3.42680 -12.85454
H -0.31303 2.25640 -14.17584
H 1.55410 2.35069 -12.23642
H 0.95313 0.75315 -12.74111
```


| no. | HOMO-LUMO gap (eV) |
| --- | --- |
| 1 | 8.27 |
| 2 | 6.68 |
| 3 | 7.15 |